(1)
{"formula": "C6H11BBrClOP", "method": "the ωB97M-V functional and the def2-TZVPD basis", "charge": -1, "elements": ["C", "C", "C", "B", "C", "C", "C", "Cl", "P", "O", "Br", "H", "H", "H", "H", "H", "H", "H", "H", "H", "H", "H"], "xyz": [[0.726210, 3.286267, 2.216662], [0.826559, 2.105794, 1.991408], [0.854274, 0.679397, 1.720285], [-0.039785, 0.284573, 0.357100], [-0.092706, -1.358214, 0.224070], [0.602990, -1.971947, -0.995014], [0.380948, -1.229653, -2.297880], [2.376672, -2.228864, -0.703701], [-1.776215, 1.173094, 0.473682], [-2.277851, 1.270913, -1.139805], [-3.251536, -0.385570, 1.268996], [0.594942, 4.339798, 2.291507], [0.525328, 0.130522, 2.601503], [1.884699, 0.438852, 1.455891], [0.523203, 0.829806, -0.569403], [-1.099915, -1.778534, 0.243040], [0.412289, -1.766049, 1.103419], [0.212085, -2.980177, -1.131820], [-0.616406, -0.793371, -2.303209], [1.066533, -0.387153, -2.365508], [0.550305, -1.875200, -3.158036], [-2.382622, 2.215717, -1.283187]], "atomic_forces_ev_per_a": [[0.09, 0.01, -0.24], [-0.18, 0.30, 0.38], [-0.26, 0.51, -0.66], [0.23, -0.85, 0.57], [0.76, 0.35, -0.14], [-0.91, -0.28, -0.02], [0.48, 0.35, 0.09], [0.13, 0.09, -0.07], [0.10, 0.79, -0.17], [0.22, -0.16, 0.20], [-0.08, -0.16, -0.05], [0.04, -0.11, 0.10], [0.12, -0.13, 0.11], [0.06, -0.42, 0.22], [-0.28, 0.20, -0.11], [-0.11, 0.11, -0.08], [-0.13, -0.19, 0.10], [0.24, -0.18, 0.08], [-0.18, -0.17, -0.08], [0.02, 0.04, -0.02], [-0.10, -0.05, -0.08], [-0.27, -0.05, -0.11]], "lowdin_charge": [0.053, -0.251, -0.241, -0.784, -0.272, -0.752, -0.153, 0.527, 0.557, -0.448, 0.132, -0.004, 0.092, 0.089, 0.075, 0.031, 0.071, 0.078, 0.076, 0.058, 0.064, 0.002]}

***

(2)
{"formula": "C33H76N3O19PS5Si", "method": "the ωB97M-V functional and the def2-TZVPD basis", "smiles": "COCCCCCCC[C@]1([PH2]=N)NC(=O)[C@H](CCO[Si](C)(C)C)[C@@H]1N=C=O.CCOS(C)(=O)=O.CCOS(C)(=O)=O.CCOS(C)(=O)=O.CCOS(C)(=O)=O.CCOS(C)(=O)=O", "elements": ["C", "O", "C", "C", "C", "C", "C", "C", "C", "C", "P", "N", "N", "C", "O", "C", "C", "C", "O", "Si", "C", "C", "C", "C", "N", "C", "O", "H", "H", "H", "H", "H", "H", "H", "H", "H", "H", "H", "H", "H", "H", "H", "H", "H", "H", "H", "H", "H", "H", "H", "H", "H", "H", "H", "H", "H", "H", "H", "H", "H", "H", "H", "H", "O", "S", "O", "O", "C", "C", "C", "H", "H", "H", "H", "H", "H", "H", "H", "O", "S", "O", "O", "C", "C", "C", "H", "H", "H", "H", "H", "H", "H", "H", "O", "S", "O", "O", "C", "C", "C", "H", "H", "H", "H", "H", "H", "H", "H", "O", "S", "O", "O", "C", "C", "C", "H", "H", "H", "H", "H", "H", "H", "H", "O", "S", "O", "O", "C", "C", "C", "H", "H", "H", "H", "H", "H", "H", "H"], "xyz": [[1.677177, -2.411706, 1.556774], [2.131554, -2.690419, 0.232680], [1.107575, -3.380326, -0.530496], [1.330731, -3.068354, -2.054690], [0.500860, -1.844896, -2.627746], [0.018290, -0.796198, -1.547045], [-0.051397, 0.708377, -2.111684], [0.185288, 1.641300, -0.825661], [-0.155573, 3.156875, -1.091939], [0.250001, 4.049226, 0.189192], [1.816227, 5.022636, -0.289923], [2.785913, 4.183840, -1.250669], [0.560139, 3.117626, 1.336530], [-0.687452, 2.899321, 2.101215], [-0.771183, 1.960090, 2.852444], [-1.756127, 4.035506, 1.823087], [-3.128980, 3.674817, 1.119379], [-3.529889, 2.143909, 1.183070], [-4.982990, 2.106406, 1.328190], [-5.723487, 1.217814, 0.068681], [-5.055837, -0.557644, -0.144944], [-7.597582, 1.055402, 0.475254], [-5.659538, 2.092426, -1.641397], [-0.864032, 4.950853, 0.854747], [-1.539196, 6.023543, 0.046793], [-1.940525, 6.884696, 0.846388], [-2.245115, 7.623387, 1.688227], [2.510293, -2.005483, 2.208689], [1.306392, -3.337569, 2.100689], [0.877906, -1.602578, 1.537876], [1.290120, -4.487290, -0.350558], [0.108626, -3.066327, -0.120430], [2.434660, -2.986750, -2.256855], [0.987251, -3.987712, -2.624089], [1.134706, -1.268502, -3.372353], [-0.378897, -2.232733, -3.210434], [-1.048184, -1.035636, -1.240736], [0.700056, -0.732166, -0.646329], [0.715764, 0.903063, -2.907628], [-1.104360, 0.957103, -2.456289], [-0.466738, 1.182272, -0.017842], [1.271699, 1.480163, -0.548861], [0.417273, 3.483860, -2.004887], [-1.257596, 3.247078, -1.319258], [2.567729, 5.325298, 0.888095], [1.468999, 6.244794, -0.968875], [3.672000, 4.068135, -0.743415], [1.182114, 3.722496, 1.904543], [-1.886389, 4.494311, 2.848466], [-3.143696, 3.972494, 0.030962], [-3.936228, 4.232375, 1.684387], [-3.104652, 1.608773, 2.076091], [-3.225214, 1.621642, 0.229400], [-5.809034, -1.128482, -0.774482], [-4.057512, -0.600522, -0.665463], [-5.021923, -1.093700, 0.847738], [-8.148931, 1.930372, 0.014379], [-7.785815, 0.987890, 1.588430], [-7.920353, 0.107136, -0.042755], [-5.437512, 3.192457, -1.567082], [-6.668599, 1.930266, -2.126287], [-4.883050, 1.652180, -2.333870], [-0.290181, 5.565344, 1.629915], [1.998443, -5.013283, 3.982461], [2.379626, -6.264737, 4.571959], [2.451000, -6.434475, 5.993264], [3.766248, -6.748566, 3.916352], [4.895477, -5.867342, 3.989103], [5.484530, -5.814085, 5.386294], [1.354165, -7.544135, 3.913584], [4.621771, -4.869563, 3.636592], [5.644553, -6.260148, 3.299886], [4.784992, -5.366641, 6.093766], [6.398188, -5.217343, 5.396992], [5.709657, -6.819564, 5.747665], [1.316338, -7.448475, 2.829704], [0.358690, -7.418700, 4.337208], [1.763660, -8.508976, 4.207529], [1.359106, -8.625255, -0.977290], [2.340898, -7.750129, -1.552028], [1.980504, -6.477931, -2.106444], [3.200182, -8.568322, -2.635183], [2.502917, -9.208964, -3.712162], [2.010232, -8.210218, -4.742738], [3.635331, -7.492731, -0.377187], [1.680804, -9.815777, -3.324507], [3.212925, -9.889326, -4.184304], [1.249177, -7.550990, -4.322672], [1.570891, -8.724786, -5.598986], [2.830200, -7.577170, -5.087911], [3.943052, -8.454451, 0.029512], [3.239943, -6.857709, 0.415314], [4.465734, -6.993102, -0.873037], [3.876431, 4.666716, 3.301713], [4.261657, 3.436443, 3.940973], [4.319832, 3.315971, 5.367766], [5.654121, 2.934486, 3.317791], [6.781559, 3.819884, 3.370171], [7.356882, 3.923599, 4.770347], [3.243540, 2.139221, 3.315100], [6.510066, 4.803977, 2.979950], [7.537511, 3.404279, 2.702645], [6.649943, 4.394649, 5.454847], [8.269579, 4.521867, 4.768692], [7.579807, 2.931916, 5.169253], [3.216846, 2.200025, 2.228013], [2.243168, 2.279229, 3.724405], [3.646287, 1.183142, 3.644552], [-9.923989, -0.437138, -0.769736], [-10.878444, -1.389791, -1.264185], [-11.331862, -1.361808, -2.623890], [-12.153666, -1.405080, -0.287420], [-12.846587, -0.171028, -0.055734], [-13.673659, 0.249374, -1.256337], [-10.296978, -3.019833, -0.909464], [-12.141003, 0.612198, 0.232683], [-13.509410, -0.338716, 0.794232], [-13.038385, 0.487660, -2.110637], [-14.267591, 1.135008, -1.024242], [-14.340750, -0.557757, -1.565842], [-9.979178, -3.065764, 0.130664], [-9.454160, -3.219731, -1.569863], [-11.098713, -3.729455, -1.105893], [7.114504, 6.986860, -2.442127], [6.968470, 7.211686, -3.852130], [6.320165, 8.384666, -4.362166], [6.302441, 5.913612, -4.521276], [5.035519, 5.461674, -4.016915], [3.899698, 6.366845, -4.453244], [8.553665, 7.077439, -4.620857], [5.069672, 5.367851, -2.929320], [4.871286, 4.463119, -4.423362], [3.994397, 7.360949, -4.013316], [2.938572, 5.953727, -4.143037], [3.902612, 6.493021, -5.538175], [9.044779, 6.172587, -4.267703], [9.132670, 7.955252, -4.337178], [8.419640, 7.054475, -5.700865]], "atomic_forces_ev_per_a": [[-0.10, 0.30, 0.96], [-0.64, 0.13, 0.47], [0.93, -0.33, -0.11], [-0.82, -0.71, -0.18], [0.52, 0.55, 0.09], [-0.41, 0.86, -0.83], [-0.59, 0.16, 1.54], [0.17, -0.81, -1.13], [0.09, -0.33, 0.40], [-1.23, -0.25, -0.44], [1.38, -1.29, -1.18], [-0.22, 0.50, 0.86], [-0.27, 2.01, 0.07], [0.23, -0.24, -0.28], [-0.15, 1.09, -0.49], [0.89, -0.32, -1.44], [-0.21, -0.79, 0.68], [-0.47, 0.62, 0.48], [0.62, -1.01, -1.49], [-1.25, 0.12, 0.14], [-0.05, -0.44, 0.04], [0.57, 0.11, 0.00], [0.41, -0.02, -0.40], [1.17, 1.01, 2.19], [-0.62, 0.28, 0.97], [0.54, -1.15, -0.46], [-0.19, 0.21, -0.60], [-0.65, -0.48, -1.09], [0.23, 0.99, -0.74], [0.64, -1.01, 0.06], [-0.58, 1.12, -0.24], [0.71, -0.41, -0.68], [-1.08, 0.10, 0.39], [0.50, 0.95, 0.66], [-0.62, -0.80, 0.78], [0.75, 0.41, 0.62], [1.37, 0.09, 0.08], [-0.75, -0.51, -1.01], [-0.80, -0.12, 0.68], [1.28, -0.45, -0.15], [0.79, 0.75, -0.73], [-1.30, 0.51, -0.05], [-0.56, -0.22, 0.92], [1.06, 0.09, 0.29], [-0.96, 0.36, 0.05], [-0.55, -0.47, 0.88], [-0.36, -0.19, -0.41], [-0.23, -1.01, 0.35], [-0.11, -0.29, -1.28], [0.13, -0.01, 1.30], [0.82, -0.63, -0.88], [-0.18, 0.58, -0.98], [0.02, 0.42, 0.95], [0.88, 0.72, 0.57], [-0.93, -0.10, 0.63], [0.19, 0.52, -0.99], [0.44, -1.04, 0.68], [0.05, 0.06, -1.28], [0.12, 1.13, 0.70], [-0.41, -0.96, -0.06], [1.07, 0.31, 0.48], [-0.75, 0.40, 0.70], [-0.08, -0.86, -0.85], [0.23, -0.05, 0.35], [0.02, -0.58, -0.29], [-0.03, 0.36, -0.24], [-0.59, -0.12, -0.05], [0.67, 0.54, 0.28], [-0.18, 0.02, 0.27], [0.12, -0.08, -0.14], [-0.17, -0.09, 0.01], [-0.30, -0.19, -0.09], [0.05, 0.00, -0.06], [-0.01, -0.05, -0.12], [0.05, 0.05, -0.08], [0.01, 0.00, 0.07], [0.09, 0.11, 0.04], [0.00, 0.08, 0.00], [-0.07, 0.29, -0.31], [0.70, -0.15, 0.03], [-0.28, -0.31, 0.12], [0.02, 0.25, 0.59], [-0.50, -0.19, -0.74], [-0.14, 0.28, 0.09], [0.14, -0.11, -0.04], [0.06, 0.10, 0.16], [0.17, 0.09, 0.32], [0.03, -0.07, -0.03], [0.09, -0.08, 0.05], [-0.02, -0.11, -0.02], [-0.04, 0.04, -0.06], [-0.09, -0.01, -0.10], [-0.08, -0.02, 0.00], [0.15, 0.01, 0.32], [0.11, -0.82, -0.32], [-0.05, 0.46, -0.24], [-0.64, -0.03, -0.01], [0.70, 0.54, 0.26], [-0.19, 0.03, 0.27], [0.11, -0.07, -0.14], [-0.17, -0.09, 0.01], [-0.31, -0.19, -0.09], [0.05, 0.00, -0.06], [-0.01, -0.06, -0.12], [0.05, 0.05, -0.08], [0.01, -0.03, 0.06], [0.07, 0.04, 0.04], [0.00, 0.07, 0.00], [-0.51, -0.06, -0.43], [-0.28, -0.51, 0.34], [0.25, 0.28, 0.21], [0.52, -0.34, -0.16], [-0.47, 0.78, -0.07], [0.12, -0.02, -0.31], [-0.08, -0.06, 0.16], [0.12, -0.15, -0.06], [0.23, -0.30, 0.01], [-0.03, 0.01, 0.07], [0.01, -0.07, 0.11], [-0.01, 0.06, 0.09], [-0.05, 0.04, -0.06], [-0.06, 0.14, -0.02], [0.02, 0.08, 0.00], [-0.28, 0.24, -0.19], [0.13, -0.52, -0.48], [0.07, -0.11, 0.40], [0.64, 0.37, 0.03], [-0.94, -0.09, 0.32], [-0.02, 0.33, 0.00], [0.03, -0.15, -0.08], [0.12, 0.07, -0.06], [0.37, 0.06, -0.05], [-0.01, -0.07, 0.00], [0.11, -0.14, 0.01], [-0.02, -0.08, 0.05], [-0.07, 0.04, -0.01], [-0.13, 0.00, 0.06], [-0.04, 0.00, 0.07]], "lowdin_charge": [-0.133, -0.234, -0.221, -0.162, -0.188, -0.205, -0.186, -0.221, -0.146, -0.472, 0.800, -0.312, 0.049, -0.367, 0.109, -0.119, -0.098, -0.232, -0.254, 0.456, -0.184, -0.185, -0.177, -0.275, 0.138, -0.312, 0.206, 0.092, 0.081, 0.090, 0.114, 0.120, 0.119, 0.099, 0.104, 0.107, 0.111, 0.095, 0.109, 0.107, 0.107, 0.118, 0.096, 0.112, 0.014, 0.018, -0.042, 0.097, 0.165, 0.112, 0.132, 0.124, 0.102, 0.042, 0.024, 0.045, 0.044, 0.044, 0.007, 0.034, 0.039, 0.032, 0.143, -0.281, 0.587, -0.274, -0.270, -0.263, -0.076, -0.116, 0.116, 0.120, 0.070, 0.082, 0.086, 0.069, 0.079, 0.076, -0.277, 0.586, -0.283, -0.262, -0.259, -0.076, -0.115, 0.116, 0.122, 0.069, 0.082, 0.086, 0.076, 0.070, 0.078, -0.303, 0.584, -0.273, -0.262, -0.259, -0.077, -0.123, 0.116, 0.123, 0.069, 0.081, 0.086, 0.067, 0.070, 0.078, -0.291, 0.596, -0.274, -0.262, -0.259, -0.077, -0.119, 0.117, 0.122, 0.069, 0.081, 0.085, 0.076, 0.077, 0.075, -0.281, 0.584, -0.281, -0.268, -0.260, -0.079, -0.125, 0.101, 0.123, 0.067, 0.072, 0.083, 0.073, 0.075, 0.074]}

***

(3)
{"formula": "C5H12N2", "method": "the ωB97M-V functional and the def2-TZVPD basis", "smiles": "C=C(N)C[C@@H](C)N", "e_above_lowest_ev": 2.0996, "elements": ["C", "C", "C", "C", "C", "N", "N", "H", "H", "H", "H", "H", "H", "H", "H", "H", "H", "H", "H"], "xyz": [[0.594630, -0.206553, -1.873171], [0.858105, -0.694942, -0.445710], [0.389396, 0.154953, 0.772870], [-1.000630, 0.586671, 0.581435], [-1.334209, 1.764817, 1.245293], [-2.005460, -0.216193, -0.030361], [2.282813, -1.113346, -0.208925], [0.962867, 0.844780, -1.764859], [0.962150, -1.025107, -2.670553], [-0.511635, -0.154750, -2.006445], [0.328600, -1.698283, -0.344605], [0.587203, -0.485157, 1.624215], [0.985714, 1.047402, 0.897609], [-2.343075, 2.188527, 1.188411], [-0.740336, 2.048465, 2.140254], [-2.879884, 0.071868, 0.400726], [-1.789505, -1.217521, 0.091951], [2.987890, -0.397872, -0.264748], [2.464779, -1.545257, 0.698737]], "atomic_forces_ev_per_a": [[-0.25, -0.71, 0.31], [0.89, -2.71, 1.31], [0.53, -1.03, -2.11], [-2.23, 2.63, 2.96], [-0.13, -1.88, -0.41], [1.10, 0.19, 0.34], [-0.12, -0.36, -0.39], [0.17, -0.73, -1.60], [-0.19, 2.51, 1.77], [0.83, 0.12, 0.08], [0.36, 1.05, -0.06], [-0.39, -0.14, 0.40], [0.35, 0.12, -0.12], [0.27, -0.27, 0.05], [0.01, 0.32, -1.31], [0.08, -0.63, -0.35], [-0.46, 0.85, -0.18], [-0.18, 0.64, -0.37], [-0.65, 0.05, -0.31]], "lowdin_charge": [-0.077, -0.464, -0.168, -0.415, 0.009, 0.074, 0.004, 0.090, 0.128, 0.057, 0.131, 0.116, 0.110, 0.042, 0.063, 0.086, 0.099, 0.054, 0.063]}

***

| no. | E_HOMO (eV) | total energy (hartree) |
| --- | --- | --- |
| 1 | -4.0592 | -3710.92515 |
| 2 | -8.7124 | -5518.44098 |
| 3 | -8.0799 | -307.15218 |